Record 1
The following is a DFT calculation (ωB97M-V/def2-TZVPD) of 9 unconnected molecules or ions with the total composition C34H78Cl8 in a non-equilibrium geometry.

Computed properties:
- Charge: 0
- Structure (SMILES): CCCCCC.CCCCCC.CCCCCC.CCCCCC.CCCCCC.ClCCl.ClCCl.ClCCl.ClCCl
- Frontier orbital gap: 11.21 eV
- E_LUMO: 0.545 eV

Last column: Mulliken charge in e.
Element x y z (Å)
C  3.4068  3.4250  3.7597  -0.755
C  4.7240  3.7232  2.9840  -0.763
C  4.9234  3.2224  1.5571  -0.284
C  3.8523  3.7378  0.5521  0.057
C  3.7801  2.9699  -0.7856  -1.019
C  3.2763  1.5684  -0.7929  0.430
H  3.4080  3.9678  4.7024  0.357
H  3.4189  2.3652  4.0174  0.034
H  2.5145  3.6295  3.1791  0.257
H  4.9171  4.7828  2.9643  0.325
H  5.5526  3.3182  3.5784  0.391
H  4.8238  2.1142  1.5637  -0.020
H  5.9543  3.3640  1.2631  0.373
H  2.8692  3.5931  1.0173  -0.372
H  3.9121  4.8141  0.3693  0.397
H  3.1968  3.6503  -1.4092  0.311
H  4.7886  2.9905  -1.2416  0.425
H  3.5265  1.1055  -1.7446  0.168
H  3.6953  0.9450  0.0031  0.124
H  2.1754  1.5674  -0.6625  -0.438
C  -6.0253  1.4657  -0.3753  -1.437
C  -5.0009  1.3842  0.7732  1.071
C  -5.2229  2.4419  1.8761  -0.988
C  -4.2560  2.3026  3.0433  0.296
C  -4.2361  3.4546  4.0079  -0.602
C  -3.0949  3.3370  5.0063  -1.101
H  -5.8792  0.9434  -1.3367  0.357
H  -6.1062  2.5177  -0.6586  0.313
H  -7.0356  1.1340  -0.0426  0.351
H  -4.8637  0.3428  1.1869  0.297
H  -3.9949  1.5360  0.3803  -0.913
H  -6.2667  2.3710  2.2020  0.406
H  -5.1436  3.4519  1.4809  0.343
H  -4.2948  1.2889  3.5116  0.192
H  -3.2681  2.3082  2.5766  -0.082
H  -4.0944  4.3642  3.4340  0.270
H  -5.1993  3.5546  4.4471  0.424
H  -2.1237  3.2216  4.4949  0.195
H  -3.0245  4.3203  5.4944  0.383
H  -3.2268  2.5375  5.7414  0.288
C  0.7791  1.8687  -3.5583  -1.410
C  -0.2110  0.7184  -3.3148  0.770
C  -1.6508  1.1435  -2.8811  0.478
C  -2.3386  1.9973  -3.9412  -0.985
C  -3.6620  2.5915  -3.5434  0.524
C  -4.2270  3.3731  -4.6795  -1.568
H  0.7714  2.6334  -2.7901  0.162
H  0.6014  2.3568  -4.5324  0.468
H  1.7805  1.4648  -3.6567  0.476
H  -0.2996  0.1121  -4.2160  0.413
H  0.1914  0.0189  -2.5810  -0.961
H  -1.5746  1.7892  -2.0057  -0.752
H  -2.2068  0.2529  -2.5730  0.578
H  -1.6744  2.8140  -4.2501  0.347
H  -2.5229  1.4282  -4.8580  0.307
H  -4.3733  1.8113  -3.2176  0.044
H  -3.5591  3.2513  -2.6702  0.073
H  -4.2615  2.7998  -5.5885  0.363
H  -5.2635  3.6763  -4.4524  0.404
H  -3.6554  4.2594  -4.9223  0.352
C  5.2301  -4.3094  2.8272  -1.325
C  4.6964  -3.9284  1.4963  -0.351
C  3.8711  -2.6297  1.5043  -0.701
C  3.1537  -2.3000  0.1930  0.791
C  4.0641  -1.9759  -0.9739  -0.608
C  3.3269  -1.6025  -2.2444  -1.023
H  5.8374  -5.2255  2.7776  0.386
H  4.4635  -4.5272  3.5575  0.294
H  5.8563  -3.4984  3.2730  0.307
H  5.4867  -3.8901  0.7264  0.330
H  4.0246  -4.7386  1.2000  0.245
H  4.5000  -1.7973  1.8417  0.297
H  3.0683  -2.6855  2.2564  0.216
H  2.5413  -3.1486  -0.0980  0.356
H  2.4722  -1.4887  0.4498  -0.664
H  4.7985  -1.2359  -0.6909  0.380
H  4.6745  -2.9066  -1.0921  0.466
H  2.6547  -0.7379  -2.2294  -0.176
H  4.0803  -1.4192  -3.0273  0.380
H  2.7996  -2.4779  -2.6395  0.344
C  -0.2501  -2.8038  -1.4315  -0.339
C  -0.2091  -3.7218  -2.6377  -0.729
C  -1.2307  -4.8830  -2.6033  -0.608
C  -1.0516  -5.8684  -3.7610  -0.623
C  -1.9350  -7.1761  -3.5857  -0.500
C  -3.4277  -6.9074  -3.6195  -1.107
H  -0.0498  -3.4002  -0.5177  0.384
H  -1.2060  -2.3154  -1.2979  0.573
H  0.5195  -2.0379  -1.5160  -0.449
H  -0.4478  -3.1294  -3.5267  0.187
H  0.8094  -4.1265  -2.8207  0.299
H  -2.2301  -4.4871  -2.6038  0.303
H  -1.1282  -5.4497  -1.6449  0.300
H  -1.2469  -5.3898  -4.7174  0.349
H  -0.0213  -6.2515  -3.8415  0.335
H  -1.6222  -7.8937  -4.3948  0.329
H  -1.6860  -7.6100  -2.6166  0.284
H  -3.6984  -6.4070  -4.5544  0.283
H  -3.9399  -7.8715  -3.5583  0.356
H  -3.7356  -6.2877  -2.7700  0.283
C  -1.4370  4.0490  -0.0255  0.256
Cl  0.2896  3.5946  0.1351  -0.048
Cl  -2.0159  5.1046  1.2696  -0.160
H  -1.4827  4.5270  -0.9879  0.407
H  -1.9731  3.1245  -0.1475  -0.502
C  2.6466  -0.8795  4.8801  0.848
Cl  2.2884  -2.4550  5.4817  -0.162
Cl  4.1933  -0.2750  5.4758  -0.193
H  2.7410  -0.9930  3.8164  -0.667
H  1.8474  -0.1825  5.1400  0.179
C  -1.7817  -0.6675  4.3305  0.340
Cl  -1.4746  -0.6511  6.0697  -0.174
Cl  -1.4551  -2.1849  3.5029  -0.127
H  -2.8147  -0.3583  4.1851  0.115
H  -1.2651  0.1496  3.8441  -0.185
C  -0.1789  -0.2342  0.7018  0.442
Cl  -1.8126  0.3014  0.7694  0.049
Cl  0.7359  0.2639  2.1025  0.102
H  -0.1892  -1.3484  0.6469  -0.018
H  0.3235  0.1626  -0.1652  -0.500

Record 2
The following is a DFT calculation (ωB97M-V/def2-TZVPD) of C17H17N3O4S in the gas phase in a non-equilibrium geometry.

Computed properties:
- Charge: 0
- Structure (SMILES): CCN(c1cccc(C)c1)S(=O)(=O)c1ccc(-c2ccc(=O)[nH]n2)o1
- Frontier orbital gap: 8.19 eV
- Energy relative to the best compared isomer or geometry (same formula, charge and spin): 360.50 kJ/mol
- E_LUMO: -0.368 eV

Last column: Mulliken charge in e.
Element x y z (Å)
C  0.9681  -2.3280  -2.2445  -0.781
H  0.8705  -2.8345  -3.2017  0.435
H  0.1005  -1.6931  -2.0844  0.094
H  0.9989  -3.0744  -1.4560  0.312
C  2.2622  -1.5176  -2.2235  -1.025
N  2.4012  -0.6721  -1.0534  -0.057
C  1.7381  0.5564  -0.9594  0.042
C  1.9864  1.3662  0.1495  0.118
C  1.3234  2.5689  0.3279  0.754
C  0.4041  2.9849  -0.6295  -0.602
C  0.1793  2.2078  -1.7483  -1.009
C  0.8328  0.9995  -1.9202  -0.561
H  0.6267  0.4173  -2.8021  0.401
H  -0.5227  2.5372  -2.5003  0.405
H  -0.1223  3.9188  -0.4998  0.441
C  1.5927  3.4134  1.5360  -1.707
H  2.3281  2.9412  2.1813  0.334
H  1.9668  4.3917  1.2375  0.394
H  0.6751  3.5682  2.1026  0.344
H  2.7201  1.0521  0.8729  0.736
S  2.7148  -1.4722  0.3795  1.332
O  2.8683  -2.8647  0.0974  -0.686
O  3.7594  -0.8385  1.1231  -0.724
C  1.1914  -1.2034  1.2936  0.226
C  0.9176  -0.9274  2.6026  -1.012
C  -0.4787  -0.7379  2.6718  -0.676
C  -0.9545  -0.9070  1.3911  0.143
C  -2.2843  -0.7970  0.8320  0.891
N  -2.4059  -0.9385  -0.4598  -0.215
N  -3.6022  -0.8309  -0.9979  -0.039
C  -4.8058  -0.5749  -0.3517  0.217
O  -5.8373  -0.4990  -0.9834  -0.646
C  -4.6440  -0.4259  1.0862  -0.448
C  -3.4261  -0.5323  1.6577  -0.660
H  -3.2943  -0.4259  2.7227  0.354
H  -5.5377  -0.2299  1.6579  0.437
H  -3.6319  -0.9515  -2.0067  0.269
O  0.0702  -1.1968  0.5618  0.073
H  -1.0421  -0.5021  3.5508  0.455
H  1.6289  -0.8676  3.3991  0.614
H  3.1138  -2.1999  -2.2055  0.466
H  2.3504  -0.8808  -3.1069  0.563